Record 1
ORCA calculation (ωB97M-V/def2-TZVPD) on an isolated molecule of C6H8.

XYZ file:
```
14
Properties=species:S:1:pos:R:3:forces:R:3:mulliken_charge:R:1
C 0.2049 -1.1527 0.8265 0.5 1.0 -4.2 -0.564
C 0.5723 -1.0885 -0.5276 -2.2 -1.8 1.8 -0.479
C 0.0589 0.2226 -1.0116 2.0 1.0 -0.2 -0.074
C -1.2413 0.4864 -0.3211 -0.1 2.4 3.3 -0.781
C -0.3392 0.3128 1.0162 2.5 -1.7 0.7 -0.306
C 0.7636 0.9542 0.0756 0.9 3.6 0.3 -0.678
H 0.2157 -1.9626 1.5134 0.2 -0.4 0.4 0.460
H 0.9959 -1.6584 -1.3366 0.3 -1.2 0.7 0.399
H 0.5013 0.6241 -1.9117 -1.0 -0.5 -1.1 0.405
H -1.8229 1.4322 -0.1385 1.3 -0.1 -1.3 0.262
H -1.9641 -0.2004 -0.4490 -2.4 -2.8 -0.4 0.433
H -0.3627 0.5881 2.1430 -0.9 0.0 -2.2 0.316
H 1.9418 0.7586 -0.0519 -2.6 0.8 1.4 0.308
H 0.3797 2.0093 -0.1164 1.5 -0.4 0.7 0.299
```
Positions in Å, forces in eV/Å.

Calculated values
Structure (SMILES): C1=C[C@H]2C[C@@H]1C2
Gap between HOMO and LUMO (eV): 9.40
E_HOMO (eV): -8.240
Energy (eV): -6346.9743



Record 2
ORCA calculation (ωB97M-V/def2-TZVPD) on a structure of composition C23H33BrN5O3ReS2.

XYZ file:
```
68
Properties=species:S:1:pos:R:3:forces:R:3:mulliken_charge:R:1
Re 0.8041 -0.0982 0.5548 0.4 0.2 0.8 1.408
O 1.5195 -0.9223 2.2379 0.3 0.0 -0.1 -0.473
N 2.5886 -0.3388 2.8556 -0.3 -0.3 0.1 0.162
C 3.0077 -0.9435 3.9971 0.0 0.1 -0.1 -0.300
C 4.0700 -0.4419 4.6791 0.0 0.0 0.0 -0.786
C 4.7160 0.7015 4.1785 0.0 0.0 0.1 -0.166
C 4.2667 1.2846 3.0271 0.0 0.1 -0.1 -0.903
C 3.1626 0.7532 2.3370 0.1 0.1 0.0 0.856
S 2.5553 1.4149 0.8625 -0.2 -0.1 -0.1 -0.476
H 2.4359 -1.8114 4.2847 0.0 0.0 0.0 0.484
H 4.3944 -0.9310 5.5856 0.0 0.0 0.0 0.428
H 5.5664 1.1194 4.6999 0.0 0.0 0.0 0.420
H 4.7419 2.1619 2.6102 0.0 0.0 0.0 0.443
C -2.2567 -3.2656 -0.7002 0.1 -0.2 0.2 -0.908
C -1.3631 -2.0079 -0.7001 0.0 -0.1 0.1 0.756
N -0.4490 -2.0067 0.4665 -0.2 -0.3 -0.1 0.684
C -1.2501 -2.1804 1.7036 0.0 -0.1 -0.1 -0.656
C -1.9239 -3.5670 1.7341 0.0 -0.1 -0.3 -0.904
N -1.7416 -4.1890 0.3749 0.1 0.1 0.0 -0.032
C -0.2809 -4.4762 0.1461 -0.3 0.0 0.0 -0.802
C 0.4899 -3.1578 0.3491 -0.1 0.0 0.0 -0.463
H -2.2153 -3.8154 -1.6375 0.0 0.0 0.0 0.390
H -3.2963 -3.0540 -0.4599 0.0 0.0 0.0 0.337
H -1.9730 -1.1088 -0.6496 0.0 0.0 0.0 -0.810
H -0.7566 -1.9601 -1.6010 0.0 0.0 0.0 0.401
H -2.0006 -1.3947 1.7260 0.0 0.0 0.0 0.543
H -0.5894 -2.0545 2.5569 0.0 0.0 0.0 0.431
H -2.9937 -3.5134 1.9226 0.0 0.0 0.1 0.373
H -1.4726 -4.2507 2.4497 0.0 0.0 0.0 0.319
H -2.2634 -5.0633 0.3362 0.0 0.0 0.0 0.291
H -0.1956 -4.8719 -0.8635 0.1 0.0 0.0 0.327
H 0.0062 -5.2494 0.8548 0.1 0.0 0.0 0.365
H 1.1464 -2.9710 -0.4939 0.0 0.0 0.0 0.426
H 1.0890 -3.1813 1.2556 0.0 0.0 0.0 0.454
C -4.4119 1.9779 0.5611 -0.1 0.0 0.1 -1.117
C -3.2735 1.9719 -0.4387 0.2 0.1 0.0 0.012
N -2.1651 2.8571 -0.0493 -0.1 -0.2 0.0 -0.065
C -1.1290 2.5369 0.7058 0.0 0.1 0.1 0.607
S -1.0543 0.9483 1.5066 0.0 0.1 -0.4 -0.598
N -0.1633 3.4098 0.9116 -0.1 0.0 0.1 -0.060
C -0.0744 4.7556 0.3343 0.1 -0.2 -0.1 -0.863
C -0.8415 5.8001 1.1291 0.0 0.0 0.0 -1.026
H -5.2241 1.3445 0.2026 0.0 0.0 0.0 0.398
H -4.8113 2.9831 0.6984 0.0 0.0 0.0 0.371
H -4.0847 1.6044 1.5326 0.0 0.0 0.0 0.261
H -3.6045 2.3242 -1.4147 0.0 0.0 0.0 0.492
H -2.8568 0.9769 -0.5798 0.0 0.0 0.0 -0.452
H -2.2090 3.8044 -0.3926 0.0 0.0 0.0 0.268
H 0.5691 3.1013 1.5346 0.1 0.0 -0.1 0.214
H -0.4106 4.7034 -0.7037 0.0 0.0 0.0 0.416
H 0.9866 4.9931 0.2825 0.0 0.0 0.1 0.447
H -1.9134 5.5937 1.1487 0.0 0.0 0.0 0.291
H -0.6980 6.7840 0.6838 0.0 0.0 0.0 0.382
H -0.4878 5.8374 2.1591 0.0 0.0 0.0 0.322
Br 1.7572 -0.2961 -8.0096 0.0 0.0 -0.2 -0.121
C 1.5290 -0.2502 -6.1552 0.0 0.0 0.1 0.062
C 0.7325 0.7409 -5.5944 0.0 0.0 0.1 -0.623
C 0.5630 0.7704 -4.2217 -0.1 0.0 -0.1 -0.313
C 1.1905 -0.1824 -3.4235 0.0 -0.1 0.2 0.326
C 1.9925 -1.1649 -3.9975 0.1 0.0 -0.1 -0.404
C 2.1627 -1.2043 -5.3705 0.0 0.0 0.1 -0.644
C 1.0199 -0.1578 -1.9703 0.0 0.0 0.1 0.572
O 1.6421 -0.9765 -1.1921 -0.3 0.1 0.1 -0.993
O 0.2401 0.6351 -1.3670 -0.1 0.2 -0.5 -0.577
H 0.2590 1.4767 -6.2288 0.0 0.0 0.0 0.443
H -0.0513 1.5352 -3.7648 0.0 0.0 0.0 0.446
H 2.4957 -1.8855 -3.3663 0.0 0.0 0.0 0.457
H 2.7855 -1.9581 -5.8306 0.0 0.0 0.0 0.450
```
Positions in Å, forces in eV/Å.

Calculated values
Gap between HOMO and LUMO (alpha / beta) (eV): 7.25 / 7.15
Total charge: +2
E_HOMO (alpha / beta) (eV): -12.437 / -12.271
Energy (eV): -131810.3677



Record 3
ORCA calculation (ωB97M-V/def2-TZVPD) on a cluster of 2 separate species, C5H10N in total.

XYZ file:
```
16
Properties=species:S:1:pos:R:3:forces:R:3:mulliken_charge:R:1
C 2.7654 0.3460 -0.4303 -0.7 0.0 0.6 -0.197
C 2.0922 0.5168 0.5513 1.9 0.6 0.0 -0.708
C -1.3439 0.2042 -0.0235 -0.1 -0.2 0.0 0.365
C -1.3452 1.6637 -0.0717 0.1 0.5 0.0 -1.094
C -0.2856 -1.9500 0.0198 0.0 -1.0 -0.2 -0.918
N -0.2893 -0.5106 0.0161 -0.5 0.4 0.0 0.091
H 3.2737 0.1448 -1.3302 0.3 -0.1 -0.5 0.439
H 1.7555 0.7787 1.5177 -0.2 0.1 0.4 0.508
H -2.3074 -0.3022 -0.0310 0.1 -0.1 0.0 0.409
H -1.8081 1.9869 -1.0075 0.0 0.0 -0.1 0.321
H -0.3502 2.0957 0.0040 0.0 0.0 0.0 0.291
H -1.9907 2.0602 0.7146 0.0 0.0 0.1 0.345
H -1.1454 -2.3460 0.5589 0.1 0.1 0.0 0.372
H -0.3197 -2.3225 -1.0073 0.1 0.1 0.1 0.343
H 0.6325 -2.3080 0.4802 0.0 0.1 0.1 0.312
H 0.6662 -0.0578 0.0392 -1.0 -0.3 -0.4 0.121
```
Positions in Å, forces in eV/Å.

Calculated values
Gap between HOMO and LUMO (eV): 11.13
Total charge: +1
E_HOMO (eV): -15.318
Energy (eV): -6827.9639



ΔE to the lowest compared entry with this formula, charge and spin, record by record: 87.85 0.00 51.61 kcal per mole